[1]
{"formula": "C38H55As3F7N5O8PbS", "method": "ωB97M-V/def2-TZVPD", "elements": ["Pb", "O", "N", "N", "O", "C", "C", "C", "C", "C", "C", "H", "H", "H", "H", "H", "O", "C", "C", "C", "C", "C", "C", "C", "O", "N", "O", "O", "H", "H", "H", "H", "C", "As", "C", "C", "C", "C", "C", "As", "C", "C", "C", "As", "C", "C", "H", "H", "H", "H", "H", "H", "H", "H", "H", "H", "H", "H", "H", "H", "H", "H", "H", "H", "H", "H", "H", "H", "H", "H", "H", "H", "H", "O", "H", "H", "F", "C", "C", "C", "C", "C", "C", "C", "H", "H", "H", "H", "H", "H", "C", "C", "O", "C", "F", "F", "F", "C", "F", "F", "F", "H", "H", "H", "C", "N", "C", "S", "N", "C", "H", "H", "H", "H", "H", "H", "H", "H"], "positions_angstrom": [[-0.813, -1.376, 1.046], [-3.022, -0.196, -0.755], [-3.180, 0.121, -1.960], [-2.001, 0.117, -2.714], [-0.898, -0.207, -2.213], [-2.184, 0.501, -4.077], [-0.997, 0.698, -4.809], [-1.057, 0.932, -6.201], [-2.286, 1.095, -6.804], [-3.453, 0.956, -6.106], [-3.432, 0.696, -4.724], [0.019, 0.609, -4.312], [-0.168, 1.072, -6.762], [-2.360, 1.414, -7.858], [-4.427, 1.081, -6.601], [-4.382, 0.592, -4.167], [3.021, -0.059, 3.667], [3.741, -1.096, 3.796], [3.467, -2.417, 3.403], [4.386, -3.389, 3.689], [4.194, -4.710, 3.342], [3.006, -5.087, 2.664], [2.053, -4.152, 2.442], [2.179, -2.763, 2.775], [1.144, -2.024, 2.669], [5.207, -5.635, 3.726], [6.113, -5.239, 4.458], [5.078, -6.829, 3.309], [4.730, -0.968, 4.259], [5.312, -3.138, 4.212], [2.925, -6.145, 2.394], [1.142, -4.439, 1.925], [-3.758, 2.972, 0.806], [-1.794, 2.761, 1.237], [-1.818, 3.699, 3.002], [-1.281, 4.261, -0.012], [0.114, 4.336, -0.707], [0.188, 3.191, -1.755], [1.239, 4.230, 0.391], [1.489, 2.472, 1.441], [2.083, 3.449, 3.048], [3.372, 1.822, 1.008], [0.289, 5.720, -1.308], [-0.837, 6.570, -2.861], [0.053, 5.729, -4.469], [-2.520, 5.536, -2.860], [-3.979, 4.034, 0.801], [-4.312, 2.378, 1.584], [-3.930, 2.442, -0.123], [-1.590, 4.759, 2.853], [-1.068, 3.213, 3.677], [-2.834, 3.587, 3.452], [-1.451, 5.175, 0.604], [-2.046, 4.217, -0.781], [0.323, 2.222, -1.216], [1.088, 3.300, -2.394], [-0.709, 3.083, -2.333], [0.977, 4.920, 1.249], [2.205, 4.485, -0.057], [3.072, 3.948, 2.823], [2.184, 2.650, 3.819], [1.312, 4.184, 3.318], [3.756, 2.430, 0.168], [3.267, 0.801, 0.581], [4.021, 1.776, 1.900], [1.268, 5.838, -1.793], [0.132, 6.551, -0.595], [1.104, 5.925, -4.574], [-0.435, 6.091, -5.398], [-0.065, 4.636, -4.538], [-3.017, 5.584, -1.906], [-2.386, 4.489, -3.180], [-3.145, 5.961, -3.652], [0.451, 1.031, 3.526], [1.230, 0.405, 3.592], [-0.333, 0.440, 3.553], [-0.983, -8.237, -0.960], [-1.249, -6.985, -0.471], [-1.248, -5.931, -1.433], [-1.588, -4.679, -0.963], [-1.840, -4.424, 0.372], [-2.319, -3.129, 0.816], [-1.613, -5.474, 1.292], [-1.356, -6.797, 0.889], [-1.131, -6.109, -2.491], [-1.658, -3.803, -1.636], [-2.928, -3.260, 1.688], [-2.963, -2.784, 0.008], [-1.726, -5.225, 2.352], [-1.259, -7.569, 1.654], [-2.705, -2.390, 4.229], [-2.655, -0.868, 3.972], [-1.709, -0.494, 3.022], [-4.067, -0.469, 3.498], [-5.121, -0.879, 4.285], [-4.199, 0.914, 3.420], [-4.317, -0.992, 2.281], [-2.289, -0.280, 5.380], [-1.856, 1.039, 5.279], [-3.314, -0.279, 6.265], [-1.214, -0.955, 5.958], [-3.206, -2.913, 3.386], [-3.304, -2.683, 5.099], [-1.676, -2.790, 4.353], [5.174, -1.806, -3.440], [4.381, -2.346, -2.350], [3.033, -2.151, -2.144], [2.380, -2.119, -0.559], [2.276, -2.083, -3.239], [2.664, -2.219, -4.645], [6.053, -1.367, -3.027], [4.659, -1.009, -3.990], [5.499, -2.587, -4.150], [4.868, -2.624, -1.525], [1.383, -1.727, -2.972], [2.975, -1.270, -5.093], [1.770, -2.554, -5.194], [3.410, -3.015, -4.850]], "lowdin_charge": [1.375, -0.216, -0.044, -0.308, -0.184, -0.184, -0.030, -0.110, -0.165, -0.130, -0.030, 0.116, 0.077, 0.095, 0.097, 0.102, -0.031, -0.180, -0.133, 0.023, -0.188, 0.001, -0.028, -0.365, -0.185, -0.353, 0.012, -0.013, 0.115, 0.125, 0.118, 0.105, -0.318, 1.121, -0.321, -0.375, -0.664, -0.065, -0.344, 1.141, -0.342, -0.316, -0.364, 1.102, -0.366, -0.375, 0.002, 0.010, -0.010, -0.003, 0.004, 0.020, 0.070, 0.015, 0.063, 0.085, 0.050, 0.064, 0.052, 0.032, 0.012, 0.003, -0.002, -0.018, 0.007, 0.048, 0.043, -0.010, 0.004, 0.008, -0.004, 0.021, 0.002, -0.234, 0.009, -0.023, -0.007, -0.284, -0.009, -0.065, -0.362, -0.322, -0.052, -0.029, 0.102, 0.128, 0.004, 0.043, 0.111, 0.109, -0.008, -0.439, -0.377, -0.478, 0.102, 0.090, 0.142, -0.451, 0.096, 0.128, 0.100, 0.068, 0.090, 0.109, -0.110, -0.054, -0.842, 0.606, -0.023, -0.089, 0.068, 0.076, 0.078, 0.097, 0.092, 0.072, 0.087, 0.087], "de_lowest_kj_mol": 0.0, "lumo_energy_ev": 3.567, "homo_lumo_gap_ev": 5.88, "charge": -2}

***

[2]
{"formula": "C38H55B3F6O21Si", "method": "ωB97M-V/def2-TZVPD", "elements": ["C", "C", "C", "F", "B", "O", "B", "C", "F", "F", "C", "C", "C", "C", "C", "C", "F", "F", "F", "C", "O", "B", "Si", "C", "C", "C", "O", "H", "H", "H", "H", "H", "H", "H", "H", "H", "H", "H", "H", "H", "H", "H", "H", "H", "H", "H", "C", "C", "C", "O", "C", "O", "O", "H", "H", "H", "H", "H", "H", "C", "C", "C", "O", "C", "O", "O", "H", "H", "H", "H", "H", "H", "C", "C", "C", "O", "C", "O", "O", "H", "H", "H", "H", "H", "H", "C", "C", "C", "O", "C", "O", "O", "H", "H", "H", "H", "H", "H", "C", "C", "C", "O", "C", "O", "O", "H", "H", "H", "H", "H", "H", "C", "C", "C", "O", "C", "O", "O", "H", "H", "H", "H", "H", "H"], "positions_angstrom": [[0.615, 5.632, -2.330], [-0.884, 5.513, -2.023], [-1.209, 5.641, -0.546], [-0.753, 6.869, -0.062], [-0.673, 4.459, 0.349], [-1.391, 3.259, 0.346], [-1.664, 2.829, 1.622], [-2.586, 1.534, 1.877], [-2.090, 0.792, 2.901], [-3.826, 2.000, 2.253], [-2.714, 0.683, 0.639], [-1.608, -0.032, 0.177], [-1.682, -0.794, -0.985], [-2.885, -0.835, -1.693], [-3.985, -0.122, -1.224], [-5.291, -0.129, -1.964], [-5.187, -0.549, -3.215], [-5.813, 1.115, -2.015], [-6.212, -0.875, -1.341], [-3.916, 0.646, -0.054], [-1.071, 3.538, 2.647], [0.280, 3.744, 2.279], [1.733, 2.750, 3.248], [0.988, 2.090, 4.849], [2.140, 1.260, 2.132], [3.265, 3.774, 3.620], [0.435, 4.565, 1.160], [1.056, 4.674, -2.588], [0.744, 6.267, -3.203], [1.173, 6.085, -1.518], [-1.297, 4.578, -2.395], [-1.406, 6.320, -2.533], [-2.298, 5.653, -0.444], [-0.675, 0.006, 0.724], [-0.816, -1.329, -1.327], [-2.935, -1.419, -2.595], [-4.780, 1.197, 0.273], [1.367, 2.702, 5.657], [-0.096, 2.191, 4.855], [1.211, 1.038, 4.999], [3.197, 1.235, 1.873], [1.872, 0.324, 2.609], [1.614, 1.354, 1.182], [4.020, 3.090, 4.004], [3.681, 4.258, 2.741], [3.031, 4.487, 4.407], [-2.472, -6.732, 0.803], [-2.190, -5.342, 1.309], [-2.934, -4.232, 0.606], [-2.052, -3.117, 0.798], [-0.796, -3.609, 0.906], [0.193, -2.949, 0.879], [-0.824, -4.957, 1.046], [-2.334, -6.788, -0.279], [-1.785, -7.444, 1.257], [-3.491, -7.034, 1.041], [-2.346, -5.290, 2.390], [-3.913, -4.024, 1.033], [-3.035, -4.407, -0.468], [-8.155, 1.263, 0.481], [-8.751, 2.599, 0.836], [-8.016, 3.364, 1.912], [-9.063, 4.175, 2.466], [-10.232, 3.509, 2.282], [-11.265, 3.806, 2.785], [-10.049, 2.457, 1.445], [-8.008, 0.653, 1.373], [-8.816, 0.710, -0.186], [-7.196, 1.396, -0.016], [-8.873, 3.212, -0.061], [-7.210, 3.987, 1.533], [-7.632, 2.711, 2.699], [2.228, -1.697, -6.597], [1.587, -1.443, -5.258], [2.196, -2.180, -4.088], [1.071, -2.279, -3.195], [-0.048, -2.281, -3.949], [-1.136, -2.533, -3.535], [0.235, -1.953, -5.228], [2.295, -2.768, -6.798], [1.635, -1.252, -7.396], [3.227, -1.270, -6.619], [1.540, -0.370, -5.057], [3.019, -1.651, -3.620], [2.513, -3.192, -4.351], [8.652, -0.922, -7.294], [7.205, -0.520, -7.173], [6.957, 0.958, -6.984], [5.702, 0.960, -6.286], [5.627, -0.198, -5.592], [4.807, -0.434, -4.762], [6.607, -1.048, -5.971], [9.235, -0.526, -6.461], [8.751, -2.007, -7.274], [9.072, -0.550, -8.227], [6.632, -0.904, -8.021], [6.879, 1.512, -7.916], [7.706, 1.428, -6.343], [1.277, -8.969, -2.568], [0.581, -8.758, -1.248], [1.190, -9.485, -0.072], [0.059, -9.640, 0.797], [-1.048, -9.683, 0.016], [-2.131, -9.984, 0.397], [-0.746, -9.323, -1.256], [1.396, -10.032, -2.779], [0.693, -8.538, -3.381], [2.260, -8.499, -2.556], [0.483, -7.690, -1.035], [1.980, -8.927, 0.424], [1.557, -10.479, -0.340], [4.061, 6.807, 8.685], [4.058, 5.304, 8.797], [5.403, 4.640, 8.620], [5.033, 3.340, 8.140], [3.850, 3.471, 7.491], [3.351, 2.636, 6.811], [3.316, 4.697, 7.722], [4.542, 7.126, 7.760], [3.041, 7.191, 8.672], [4.590, 7.249, 9.529], [3.591, 4.993, 9.735], [5.975, 4.559, 9.541], [6.011, 5.129, 7.855]], "lowdin_charge": [-0.079, -0.182, -0.215, -0.009, -0.467, 0.324, -0.453, -0.355, 0.115, 0.080, -0.108, 0.009, -0.034, 0.010, -0.095, -0.609, 0.164, 0.119, 0.144, 0.064, 0.263, -0.437, 0.643, -0.167, -0.161, -0.185, 0.288, 0.074, 0.069, 0.078, 0.120, 0.111, 0.153, 0.125, 0.095, 0.100, 0.115, 0.003, 0.028, 0.036, 0.028, 0.030, 0.019, 0.029, 0.029, 0.026, -0.013, -0.319, -0.081, 0.048, -0.560, 0.161, 0.083, 0.096, 0.079, 0.101, 0.160, 0.142, 0.142, -0.018, -0.326, -0.094, 0.061, -0.565, 0.166, 0.083, 0.097, 0.094, 0.060, 0.160, 0.138, 0.140, -0.012, -0.317, -0.081, 0.065, -0.560, 0.145, 0.090, 0.093, 0.090, 0.068, 0.163, 0.121, 0.142, -0.020, -0.328, -0.087, 0.069, -0.565, 0.154, 0.089, 0.092, 0.089, 0.093, 0.159, 0.141, 0.141, -0.021, -0.330, -0.090, 0.060, -0.589, 0.161, 0.080, 0.090, 0.089, 0.091, 0.157, 0.140, 0.139, -0.022, -0.332, -0.094, 0.067, -0.550, 0.159, 0.082, 0.090, 0.089, 0.091, 0.159, 0.139, 0.139], "lumo_energy_ev": 0.274, "homo_lumo_gap_ev": 9.67}

***

[3]
{"formula": "C38H55BBrFeN7O2SSi3", "method": "ωB97M-V/def2-TZVPD", "elements": ["Fe", "C", "Si", "C", "C", "N", "C", "C", "C", "C", "C", "C", "N", "Si", "C", "C", "C", "H", "H", "H", "H", "H", "H", "H", "H", "H", "H", "H", "H", "H", "H", "H", "H", "H", "H", "H", "H", "H", "H", "C", "C", "N", "N", "C", "S", "N", "N", "H", "H", "H", "H", "H", "H", "C", "C", "C", "C", "C", "C", "Si", "C", "C", "C", "C", "C", "C", "H", "H", "H", "H", "H", "H", "H", "H", "H", "H", "H", "C", "C", "C", "O", "B", "O", "C", "C", "C", "H", "H", "H", "H", "H", "H", "H", "H", "H", "H", "H", "H", "Br", "C", "C", "C", "C", "C", "N", "H", "H", "H", "H"], "positions_angstrom": [[0.075, 1.001, 0.390], [2.919, -1.389, 3.004], [3.333, -0.062, 1.739], [4.875, -0.637, 0.809], [3.894, 1.434, 2.719], [2.044, 0.369, 0.701], [2.335, 1.496, -0.130], [3.142, 1.403, -1.270], [3.444, 2.501, -2.059], [2.939, 3.749, -1.693], [2.130, 3.876, -0.580], [1.756, 2.769, 0.221], [0.876, 2.786, 1.270], [0.455, 4.109, 2.244], [-0.495, 3.529, 3.749], [2.023, 4.965, 2.844], [-0.608, 5.477, 1.510], [3.699, -1.382, 3.773], [2.876, -2.398, 2.585], [1.960, -1.184, 3.483], [5.473, -1.314, 1.430], [5.500, 0.223, 0.553], [4.632, -1.157, -0.120], [4.807, 1.220, 3.284], [3.111, 1.743, 3.418], [4.089, 2.279, 2.052], [3.539, 0.423, -1.517], [4.074, 2.396, -2.935], [3.184, 4.628, -2.280], [1.744, 4.852, -0.306], [-0.444, 4.284, 4.541], [-0.093, 2.591, 4.140], [-1.549, 3.366, 3.502], [2.639, 4.279, 3.432], [1.785, 5.835, 3.464], [2.630, 5.305, 1.999], [-1.609, 5.109, 1.267], [-0.183, 5.902, 0.598], [-0.713, 6.284, 2.245], [-4.698, -2.843, 1.810], [-3.563, -2.247, 2.553], [-3.279, -2.439, 3.800], [-2.139, -1.696, 3.991], [-1.717, -1.036, 2.900], [-0.435, 0.025, 2.784], [-2.639, -1.411, 1.961], [-2.576, -1.020, 0.634], [-5.350, -3.349, 2.517], [-4.334, -3.568, 1.078], [-5.259, -2.071, 1.284], [-1.720, -1.624, 4.902], [-2.641, -1.822, 0.020], [-3.242, -0.278, 0.437], [-2.442, -5.517, 0.779], [-1.625, -4.995, 1.771], [-0.819, -3.893, 1.501], [-0.804, -3.278, 0.247], [-1.642, -3.821, -0.738], [-2.447, -4.925, -0.479], [0.489, -1.865, -0.003], [1.741, -2.874, -1.017], [2.898, -3.339, -0.394], [3.785, -4.182, -1.053], [3.529, -4.583, -2.355], [2.370, -4.152, -2.989], [1.490, -3.312, -2.321], [-3.069, -6.377, 0.984], [-1.616, -5.441, 2.759], [-0.178, -3.499, 2.287], [-1.667, -3.376, -1.726], [-3.075, -5.329, -1.265], [1.036, -1.897, 1.349], [3.112, -3.034, 0.623], [4.682, -4.520, -0.547], [4.225, -5.233, -2.873], [2.150, -4.475, -4.000], [0.569, -3.020, -2.816], [-1.555, -1.266, -4.578], [-1.397, -0.318, -3.406], [-2.651, 0.521, -3.217], [-1.248, -1.120, -2.203], [-0.298, -0.540, -1.399], [0.243, 0.590, -1.995], [-0.084, 0.513, -3.423], [-0.182, 1.895, -4.035], [1.104, -0.197, -4.064], [-2.476, -1.838, -4.456], [-0.722, -1.964, -4.647], [-1.620, -0.703, -5.511], [-3.484, -0.148, -2.990], [-2.893, 1.080, -4.122], [-2.542, 1.223, -2.388], [-1.090, 2.425, -3.776], [-0.120, 1.798, -5.122], [0.669, 2.486, -3.689], [1.307, -1.161, -3.603], [1.985, 0.430, -3.919], [0.942, -0.335, -5.134], [-1.197, 3.724, -1.428], [-2.523, 2.857, -0.361], [-3.816, 3.240, -0.545], [-4.819, 2.742, 0.328], [-4.330, 2.042, 1.456], [-3.007, 1.725, 1.563], [-2.044, 1.981, 0.582], [-4.050, 3.944, -1.333], [-5.861, 2.999, 0.208], [-4.990, 1.778, 2.277], [-2.637, 1.252, 2.459]], "mulliken_spin": [3.705, 0.000, 0.017, 0.006, 0.008, 0.180, -0.106, 0.011, 0.018, 0.017, 0.040, -0.030, 0.045, 0.017, -0.005, 0.005, 0.008, 0.000, -0.001, 0.002, 0.000, 0.000, -0.001, 0.000, -0.001, -0.002, -0.002, 0.002, 0.002, 0.007, 0.001, -0.002, 0.006, -0.001, -0.001, 0.000, 0.003, -0.002, 0.001, -0.004, -0.006, 0.002, 0.001, 0.026, 0.040, 0.027, -0.029, 0.000, 0.000, 0.001, -0.001, 0.007, -0.008, 0.001, -0.001, 0.004, 0.009, -0.001, -0.001, -0.041, 0.007, -0.002, -0.001, 0.001, -0.002, -0.006, 0.000, 0.000, 0.000, -0.003, 0.000, 0.006, 0.001, 0.000, 0.000, 0.000, 0.001, 0.003, -0.029, 0.014, -0.030, -0.116, 0.114, 0.014, 0.000, -0.005, 0.000, 0.000, 0.000, 0.007, 0.002, -0.004, 0.001, 0.001, 0.001, 0.002, 0.002, 0.000, 0.031, 0.233, -0.210, 0.548, -0.194, 0.312, 0.326, -0.009, 0.052, -0.008, -0.035], "de_lowest_kj_mol": 51.6, "spin_multiplicity": 6, "lumo_energy_ev": [2.238, 2.226], "homo_lumo_gap_ev": [4.41, 5.97], "charge": -1}